Molecular formula: C29H55NO10
Method: DFT, ωB97M-V/def2-TZVPD

The geometry in XYZ format:
```
95
Properties=species:S:1:pos:R:3:lowdin_charge:R:1
H -3.794 -3.310 2.309 0.1265
H -0.806 -0.726 -4.112 0.1119
H -0.356 3.231 -2.844 0.0564
H 5.623 4.342 7.039 0.0889
H 2.683 2.984 5.987 0.1203
H 6.502 4.423 5.495 0.0876
H 2.392 1.268 1.545 0.1083
O -7.826 -4.320 0.612 -0.2050
C 0.679 3.796 5.707 -0.1966
H 1.623 0.485 0.085 0.0859
O -4.465 -4.219 0.607 -0.2035
O 2.246 -2.076 0.761 0.0306
N 0.080 3.505 -1.956 -0.0406
C 2.900 4.056 3.555 -0.1726
H 2.901 4.024 2.461 0.1130
H -3.021 -3.757 -0.800 0.0666
H -8.555 -3.424 -1.074 0.1256
H -9.803 -4.941 0.648 0.0870
H -0.502 1.887 -0.631 0.1148
H -8.701 -2.446 0.417 0.1269
H 1.930 -3.102 -8.233 0.0796
H 1.590 -1.317 -8.221 0.0842
C 0.442 2.297 -1.131 -0.2931
H -1.482 -2.219 -1.412 0.0678
H -0.304 6.044 4.748 0.0874
C 3.457 -1.189 -2.874 -0.2071
C -1.498 -1.309 -2.085 -0.0640
H 2.147 -1.197 1.178 0.0952
H 2.274 3.495 -0.405 0.1087
H -6.370 -3.182 2.075 0.1193
H 0.990 3.919 -2.203 0.0538
H -8.727 -5.634 1.883 0.0883
C 3.379 -1.158 -1.274 -0.0426
O 2.170 2.899 3.964 -0.1479
C 5.625 4.004 6.002 -0.1114
H -5.525 -1.709 2.520 0.1255
H 4.766 3.038 3.896 0.1257
C 1.812 2.844 5.346 -0.1724
H -3.474 -5.465 -0.668 0.0919
H 0.800 1.473 -1.842 0.0972
H 0.919 -0.456 -5.241 0.1272
C -3.285 -4.554 -0.098 -0.0986
H 2.129 -3.241 -5.656 0.1225
H -2.460 -4.734 0.598 0.0929
H 2.384 4.973 3.845 0.1227
C 4.349 4.043 4.025 -0.1972
C 2.159 -1.504 -3.725 0.0041
O 4.590 -0.988 -3.354 0.0618
C 1.698 -2.326 -6.176 -0.2026
H 2.689 0.417 -6.806 0.0851
C -8.972 -4.727 1.329 -0.1135
H -5.989 -3.146 -0.837 0.1195
O 0.912 -3.834 -1.137 0.0914
H 3.302 0.789 -5.134 0.0841
O 1.174 5.121 5.863 -0.2057
H 3.818 1.724 -1.195 0.1144
C 3.801 1.235 -0.169 -0.1739
C 1.179 -2.293 -3.064 -0.1155
H 0.598 7.076 5.871 0.0887
H -3.706 -2.300 0.835 0.1233
C 2.191 -2.128 -7.679 -0.1352
C 2.313 1.329 0.402 -0.2094
H 0.234 3.492 6.662 0.1264
H 0.566 -2.513 -6.233 0.1114
C 0.150 6.090 5.743 -0.1100
C -6.736 -2.445 -0.462 -0.1769
C -8.056 -3.134 -0.141 -0.1984
H -9.270 -3.956 2.049 0.0872
H 4.473 1.774 0.587 0.1184
H 4.934 4.757 3.432 0.1271
H -6.921 -1.719 -1.259 0.1250
O -6.224 -1.681 0.631 -0.1349
H -0.829 -0.456 -1.728 0.0616
H 3.309 -1.989 -7.793 0.0710
H 5.680 2.910 5.997 0.0875
H 1.456 1.823 5.511 0.1263
H 5.358 -0.179 -0.851 0.1198
C 1.450 -2.801 -1.570 -0.1840
H -1.971 -2.126 -4.111 0.1357
C -5.668 -2.431 1.711 -0.1747
C 1.903 -1.045 -5.221 -0.2764
C 4.323 -0.282 -0.363 -0.1348
O -0.034 -2.712 -3.650 -0.0863
C -4.309 -3.035 1.380 -0.1954
O 4.431 4.444 5.388 -0.2034
H 0.961 3.017 0.887 0.1117
C -1.055 -1.695 -3.571 -0.2213
H -0.613 5.942 6.514 0.0872
C 3.016 -0.079 -5.823 -0.1040
H 3.996 -0.610 -6.069 0.0860
H -2.559 -0.880 -2.127 0.0922
C 2.407 -1.969 -0.633 -0.1563
C 1.558 2.696 -0.039 -0.1752
H -0.088 3.765 4.924 0.1267
H 4.535 -0.766 0.656 0.1263
```

M (u): 577.76
HOMO-LUMO gap (eV): 8.22
E_tot (eV): -52921.845
SMILES string: CCOC1=C([C@@H](C)CC)C(=O)C(CCCCCN)=C(O)C1=O.COCCOCCOC.COCCOCCOC
F_max (eV/Å): 3.40
Energy above the lowest of the compared OMol25 structures with the same formula, charge and spin (kcal/mol): 0.0
Charge: 0

=====

Molecular formula: C29H56AlBeBr2Cl3IN6O7
Method: DFT, ωB97M-V/def2-TZVPD

The geometry in XYZ format:
```
106
Properties=species:S:1:pos:R:3:lowdin_charge:R:1
H -8.286 -5.800 0.238 0.0740
Al 0.482 1.606 -3.917 1.0211
H -0.616 -5.692 0.836 0.0798
Cl -0.947 3.532 -1.755 0.5435
H 3.748 2.327 4.196 0.0826
H 5.559 2.649 0.715 0.1475
H -6.956 -4.622 0.258 0.0974
C -8.035 -3.578 -2.453 -0.2095
C 2.419 1.686 -0.275 -0.1308
C 3.736 0.081 1.045 -0.3820
H -0.680 7.546 -3.807 0.0336
Cl -0.630 5.290 -4.065 0.5732
Br -3.812 -3.175 -0.814 0.1937
H -11.442 -5.601 -3.160 0.0917
H -6.142 -5.369 -1.919 0.1138
H 0.345 8.565 -2.950 0.1609
C 8.438 1.082 1.270 -0.1300
O -0.406 2.566 5.505 0.1147
H 2.058 1.056 3.287 0.0672
C -7.270 -5.605 -0.111 -0.1588
H 0.808 -5.528 -0.216 0.0878
C 3.245 0.809 -4.600 -0.3349
H 1.185 -3.279 0.724 0.1303
Br -6.981 -8.064 0.585 0.6793
N 4.090 1.492 -2.257 -0.0742
C 6.357 2.094 0.097 -0.1412
H -9.434 -6.670 -2.366 0.1337
H 2.242 2.530 -2.368 0.0199
H 0.248 1.147 3.131 0.0782
O -0.641 -1.777 0.993 0.0110
C -0.229 5.045 -2.352 -1.4850
C -7.140 -5.712 -1.627 -0.2501
C 4.905 2.608 -1.688 -0.4322
C 4.561 -1.215 0.546 -0.0144
H 2.184 6.309 4.513 0.1010
C 4.280 1.633 -3.726 -0.6778
C 2.670 1.603 -1.844 -0.2174
C 3.058 2.914 6.147 -0.0776
H 3.056 2.446 0.280 0.1312
N -8.140 -5.033 -2.428 -0.0681
C 1.218 1.233 2.520 -0.0827
H -8.569 -3.210 -3.335 0.1227
C -0.771 -2.995 0.960 -0.5184
C 0.369 -5.240 0.741 -0.0614
C -8.550 -2.813 -1.235 -0.0533
C 3.307 3.119 4.792 -0.0992
C 7.822 2.284 0.711 -0.0194
O 0.218 0.522 5.511 0.1045
H -7.156 -6.775 -1.891 0.0974
H 2.154 1.218 -4.452 -0.1625
H 8.328 3.299 0.680 0.1326
C 2.989 4.337 4.204 -0.0984
H 3.958 -0.979 -3.359 0.0837
H 1.750 5.949 6.923 0.1101
H -2.127 -4.315 1.969 0.1082
H 2.030 0.711 -2.214 0.0890
H 3.178 4.494 3.147 0.0909
I 6.291 1.006 -4.402 0.9392
H -7.833 -2.839 -0.411 0.0668
H -9.882 -5.383 -1.257 0.1201
H 5.312 -1.471 1.378 0.0082
H -6.586 -6.371 0.387 -0.1128
C -10.490 -5.082 -3.292 -0.0612
H 1.010 -5.597 1.549 0.0909
C 3.372 -0.766 -4.324 -0.1255
H -10.687 -4.013 -3.188 0.0756
C -2.114 -3.665 1.088 -0.2224
N 2.442 0.335 0.397 -0.0987
C 2.183 5.154 6.326 -0.0729
H -8.692 -1.761 -1.497 0.0908
H 3.479 0.988 -5.712 0.1298
H -10.141 -5.275 -4.309 0.0921
H 1.363 2.320 2.168 0.0791
O 4.260 0.761 1.951 0.0362
C -9.486 -5.582 -2.261 -0.2222
H 3.963 -1.198 -5.212 0.0888
H -9.510 -3.189 -0.876 0.0815
C 2.428 5.357 4.971 -0.0798
C 2.493 3.933 6.913 -0.0794
H -6.994 -3.292 -2.635 0.1169
H 4.223 2.748 -4.014 0.1150
Be 7.782 -1.135 2.304 0.6023
H 1.246 -0.878 1.784 0.1198
H -0.104 8.958 -4.513 0.1687
N -0.416 8.530 -3.635 0.3158
H -2.886 -2.908 1.210 -0.0126
O 6.255 2.486 -1.310 -0.0803
Cl 1.520 5.064 -2.120 0.6207
H 3.844 -2.089 0.401 0.0821
H 3.304 1.963 6.606 0.1139
H -1.225 9.045 -3.274 0.1687
H 5.178 -0.963 -0.375 0.0784
H 6.101 0.971 0.141 0.0992
N 0.320 -3.793 0.803 0.0167
O 4.377 3.745 -1.560 0.0677
H 8.422 0.994 2.408 -0.0027
O 0.266 1.660 7.319 0.1332
H 0.327 0.325 0.708 0.1136
N 0.025 1.583 6.112 -0.5917
H 1.330 2.044 -0.146 0.1154
H 2.295 3.773 7.967 0.1128
H 2.364 -1.317 -4.347 0.0892
H -2.329 -4.246 0.187 -0.0688
C 1.282 0.172 1.328 -0.2191
H 8.844 0.300 0.552 0.0525
H -0.653 5.868 -1.779 0.0218
```

M (u): 1029.87
HOMO-LUMO gap (eV): 1.37
E_tot (eV): -246956.327
F_max (eV/Å): 4.33
Energy above the lowest of the compared OMol25 structures with the same formula, charge and spin (kcal/mol): 113.8
Charge: +3

=====

Molecular formula: C29H56CeClN16O6PSi4Te
Method: DFT, ωB97M-V/def2-TZVPD

The geometry in XYZ format:
```
115
Properties=species:S:1:pos:R:3:lowdin_spin:R:1
H 0.499 3.849 0.456 -0.0001
N -1.283 -4.162 -1.478 -0.0024
O 0.489 -5.255 1.921 -0.0001
C 2.485 -4.921 -2.993 -0.0001
H 1.111 0.828 -7.694 0.0000
H -1.378 5.098 3.850 0.0000
H 0.068 4.772 3.138 0.0000
H -2.165 3.098 6.431 0.0000
Te -0.404 0.962 1.164 -0.0035
C 3.014 -5.208 -5.446 0.0000
C 0.849 2.024 -6.091 0.0000
N 1.339 -2.913 -2.231 -0.0017
N -0.028 -0.639 -2.692 -0.0015
H -3.371 -1.938 2.028 0.0000
C -4.000 -1.413 2.677 0.0000
N -2.841 -1.753 -1.043 -0.0032
H 6.007 1.454 -1.863 0.0000
C 0.950 -0.217 -4.786 0.0000
P 2.448 -0.270 -0.396 -0.0006
H -1.276 0.838 -2.066 0.0001
N -0.483 -5.239 -1.601 0.0002
H -0.405 3.029 6.767 0.0000
C -0.322 1.501 -3.839 0.0000
N -3.634 -3.812 -2.016 0.0000
H -2.423 3.808 0.057 0.0000
H 4.380 -6.605 -5.671 0.0000
C -2.471 -4.550 -1.977 -0.0002
H 0.071 2.590 -6.552 0.0000
C -3.828 -2.551 -1.452 0.0004
H -3.896 1.024 5.948 0.0000
N 4.005 1.765 -1.299 0.0000
Si -3.056 -0.362 4.009 0.0000
O 1.311 -3.341 3.166 -0.0002
O 4.367 -5.692 -5.376 0.0000
C 4.350 2.072 0.078 0.0000
H -4.882 -0.387 5.890 0.0000
H 2.868 -4.704 -6.400 0.0000
Cl 0.650 -3.823 1.984 -0.0002
C 3.247 0.361 1.178 0.0001
H 3.263 -0.481 1.877 0.0000
H -5.686 1.415 1.821 0.0000
H -4.650 -0.693 2.148 0.0000
C -4.275 3.934 3.653 0.0000
Si -3.704 2.937 2.150 0.0000
C 2.647 -4.426 -4.240 0.0003
C 0.826 -1.044 -3.697 0.0000
C 1.120 2.038 4.262 -0.0001
H -1.694 4.309 1.621 0.0000
C 1.892 -4.135 -1.986 0.0003
H -4.697 -2.099 3.156 0.0000
C -5.110 2.108 1.214 0.0000
H 1.655 2.702 4.969 0.0000
H 3.614 2.730 0.507 0.0000
H -0.142 5.112 -0.239 0.0000
C -1.751 -1.386 4.863 0.0000
H -1.347 1.554 6.509 0.0000
O 1.651 1.392 -7.079 0.0000
O -0.682 -3.201 1.821 -0.0017
C 5.513 0.033 0.377 0.0000
H -5.743 2.843 0.691 0.0000
N 4.556 0.946 0.971 0.0000
O 1.467 -3.271 0.855 -0.0006
H -5.058 0.903 4.523 0.0000
N 5.205 -0.373 -1.016 -0.0001
H -2.190 -2.345 5.093 0.0000
H -0.754 2.488 -3.763 0.0000
N -5.032 -1.975 -1.383 -0.0002
Si -0.589 2.700 4.431 -0.0002
N 0.554 4.368 -0.376 -0.0001
H 1.596 -0.577 -5.630 0.0000
H -4.698 1.568 0.362 0.0000
C 2.114 -3.103 -4.476 -0.0001
H 1.433 2.764 -5.599 0.0000
H 1.145 1.020 4.624 0.0000
C 1.450 -2.378 -3.516 0.0001
H -3.095 5.141 1.044 0.0000
H -1.023 -1.522 4.109 0.0000
H 4.768 0.626 -2.885 0.0000
H 0.101 5.082 4.832 0.0000
C -1.203 2.566 6.207 0.0000
C 0.457 1.047 -4.902 0.0001
C -0.524 0.593 -2.808 0.0001
N -3.434 -0.581 -0.719 0.0000
H 2.423 1.110 -2.461 0.0000
H 3.840 -1.408 -2.188 0.0000
H -1.309 -0.964 5.793 0.0000
C 2.661 1.201 -1.398 0.0000
H -4.481 -4.361 -1.992 0.0000
C -0.482 4.549 4.073 0.0000
H 0.752 3.218 -2.101 0.0000
C 3.962 -1.207 -1.139 -0.0002
N 0.000 3.532 -1.477 0.0000
H -0.570 2.737 -1.103 0.0000
H 2.367 -2.689 -5.456 0.0000
Ce -0.469 -1.970 -0.411 1.0154
H 1.478 2.110 3.240 -0.0001
H 3.083 -5.754 -2.636 0.0000
H 1.802 -4.333 -0.902 0.0000
N -1.171 -6.226 -2.103 -0.0003
C -2.652 4.145 1.173 -0.0001
H 6.493 0.484 0.402 0.0000
H 4.067 -2.124 -0.531 0.0000
H 2.326 -6.062 -5.440 0.0000
H 5.517 -0.921 0.937 0.0000
H -4.648 3.253 4.463 0.0000
H -5.137 4.552 3.370 0.0000
H -3.477 4.526 4.114 0.0000
N -2.436 -5.810 -2.358 0.0001
N -4.719 -0.715 -0.983 0.0007
H 1.998 2.007 -1.064 0.0000
Si -2.101 1.544 3.000 -0.0001
H 5.303 2.574 0.051 0.0000
H 2.620 1.135 1.594 0.0000
C -4.392 0.373 5.198 0.0000
C 5.048 0.849 -1.822 0.0000
```

M (u): 1171.36
HOMO-LUMO gap (alpha / beta) (eV): 5.73 / 5.73
E_tot (eV): -140649.621
F_max (eV/Å): 3.83
Energy above the lowest of the compared OMol25 structures with the same formula, charge and spin (kcal/mol): 31.7
Charge: -1
Multiplicity: 2

=====

Molecular formula: C29H56O23
Method: DFT, ωB97M-V/def2-TZVPD

The geometry in XYZ format:
```
108
Properties=species:S:1:pos:R:3:lowdin_charge:R:1
H 5.038 0.459 -1.246 0.0653
C 5.317 1.319 -0.636 -0.0184
H 3.623 -1.576 -3.800 0.1506
C -0.212 -0.488 5.130 -0.2878
O 2.454 0.868 1.532 0.0196
O -1.508 6.984 2.162 0.0782
O 4.003 0.680 -5.580 0.0792
H 5.039 -2.609 0.075 0.0970
C 2.939 -0.221 -5.460 -0.1148
H -3.295 0.911 -2.904 0.0480
C -1.290 5.203 0.696 -0.3601
C 4.238 1.171 -4.358 -0.5669
H 5.124 2.181 -1.278 0.0909
O -3.967 -0.303 1.599 -0.1397
C -2.147 -5.122 -0.315 -0.3306
H -2.416 -3.202 0.777 0.1309
H 2.725 1.078 -0.515 0.1207
C -2.048 -0.968 -4.391 -0.1218
H 4.822 2.220 1.299 0.1517
H 0.857 1.125 4.099 0.1000
O -5.331 2.527 -0.578 -0.1498
O -0.095 -3.184 -2.142 0.1747
O 0.556 7.782 1.893 0.1849
C 4.471 -2.840 -0.832 0.0009
C -0.974 3.953 1.450 -0.0125
C -3.486 -0.390 2.921 -0.1760
C -2.112 -6.093 0.919 0.0068
C -0.297 7.046 1.567 -0.5772
C -0.112 -0.194 7.421 -0.5851
C -2.506 2.689 -3.051 -0.0940
H 2.962 -0.948 -6.242 0.1356
H -2.501 -0.886 2.966 0.0625
H -1.570 5.038 -0.348 0.1522
C 0.977 -1.207 5.726 -0.1043
H -0.834 1.043 3.719 0.0804
O 4.651 0.193 1.420 0.0647
H -0.417 -0.097 -0.895 0.0764
C 2.994 1.559 0.407 -0.0857
H -5.012 4.542 -1.173 0.0786
H -0.767 4.265 2.477 0.1027
O 3.570 0.429 -3.451 0.0598
O -0.629 0.299 6.290 0.0925
H -3.067 -5.992 1.444 0.0852
O 2.312 -2.497 0.225 0.0657
H -1.877 3.347 1.443 0.0877
H 1.508 -1.103 -2.447 0.0659
H 0.915 -0.134 -3.807 0.0744
H -0.078 -0.263 0.823 0.0521
H -2.071 1.093 -0.681 0.0643
C -5.756 3.686 -1.309 -0.1729
H 4.976 -3.527 -1.518 0.0986
H -5.890 3.376 -2.384 0.0862
O 0.478 -2.593 1.548 0.1646
H -2.971 2.700 -4.044 0.0875
C -2.710 -3.751 -0.112 -0.1037
C 0.022 0.408 3.962 -0.0339
H 2.675 2.570 0.444 0.1248
C 3.431 -0.017 2.037 -0.4928
C 3.146 -3.436 -0.429 -0.3436
O -2.170 -3.088 -1.262 0.0277
C 1.535 -0.987 -3.527 -0.0172
H -1.301 -5.880 1.642 0.0938
O 4.916 2.139 -4.200 0.1664
C 2.973 -0.732 -4.036 -0.2855
H -2.763 3.625 -2.561 0.0723
C -0.918 -3.667 -1.484 -0.5079
H -1.457 2.557 -3.177 0.0674
H -3.413 0.621 3.354 0.0825
H -3.775 -3.737 -0.147 0.1347
H 4.000 -4.314 1.421 0.1508
H -6.744 4.055 -0.933 0.0790
H 2.621 -3.800 -1.320 0.1550
H 1.148 -2.247 5.443 0.1387
H -3.736 -0.370 -5.080 0.0841
H -0.092 3.431 1.075 0.0855
O 3.226 -0.875 2.830 0.1602
H -2.864 5.422 2.140 0.1383
H -2.252 -1.972 -4.836 0.1014
H 6.397 1.294 -0.459 0.0923
O -3.044 1.603 -2.263 -0.1645
H 3.237 -5.467 0.289 0.1354
O 1.914 -4.330 1.307 0.0628
H -1.022 -1.145 4.819 0.1423
H 2.069 0.428 -5.574 0.1378
O -0.357 0.142 8.515 0.1800
H -2.037 -7.112 0.619 0.0614
H -4.156 -0.921 3.593 0.0757
H 4.281 -1.887 -1.328 0.0667
C 3.210 -4.450 0.661 -0.0732
H -2.959 6.594 0.791 0.1363
O -0.215 6.085 0.624 0.0874
H -2.778 -5.577 -1.097 0.1572
H 0.327 -0.105 3.042 0.0672
C 4.515 1.420 0.638 -0.2894
C 1.429 -3.087 1.051 -0.5629
H 1.132 -1.902 -3.978 0.0898
H -3.358 0.287 1.088 0.0533
H -4.807 2.003 -1.216 0.0423
O -3.287 -0.276 -4.253 -0.1194
O -1.714 0.894 0.221 -0.1397
C -2.287 6.036 1.449 -0.1098
O -0.870 -4.932 -0.886 0.0775
H -1.357 -1.211 0.106 0.0715
H -1.630 -1.165 -3.404 0.0629
H 1.930 -0.705 5.527 0.1322
O 0.785 -1.184 7.129 0.0556
H -1.291 -0.402 -4.981 0.0850
C -0.865 -0.216 0.084 -0.1309
```

M (u): 772.74
HOMO-LUMO gap (eV): 9.60
E_tot (eV): -78073.113
SMILES string: C[C@H]1COC(=O)O1.C[C@H]1COC(=O)O1.C[C@H]1COC(=O)O1.C[C@H]1COC(=O)O1.C[C@H]1COC(=O)O1.C[C@H]1COC(=O)O1.CO.CO.CO.CO.CO
F_max (eV/Å): 4.07
Energy above the lowest of the compared OMol25 structures with the same formula, charge and spin (kcal/mol): 27.9
Charge: 0